DFT (ωB97M-V with the def2-TZVPD basis set) results for a cluster of 4 separate species, C8H24O4 in total.

The HOMO energy (spin up / spin down) is -11.874 / -11.804 eV. Its net charge is +1. Its expectation value of S² is 0.76. The HOMO-LUMO gap (spin up / spin down) comes out at 9.03 / 1.92 eV. As for the spin multiplicity: 2. The energy relative to the best compared isomer or geometry (same formula, charge and spin) comes out at 257.70 kJ/mol.

```
36
C8H24O4 (ωB97M-V with the def2-TZVPD basis set)
C 5.31 1.61 0.30
C 3.77 1.42 0.26
O 3.54 0.19 -0.35
H 5.66 1.90 -0.69
H 6.01 0.87 0.68
H 5.51 2.55 0.81
H 3.22 2.17 -0.31
H 3.36 1.35 1.27
H 4.03 0.17 -1.17
C 1.75 -0.73 2.20
C 0.49 -0.87 3.03
O 0.55 0.23 3.87
H 1.72 -1.58 1.52
H 2.69 -0.69 2.74
H 1.51 0.08 1.51
H 0.67 -1.74 3.66
H -0.42 -0.90 2.45
H 1.12 0.02 4.61
C -4.69 -0.82 -1.79
C -5.98 -1.58 -1.56
O -6.14 -2.63 -2.35
H -4.75 -0.33 -2.76
H -3.87 -1.51 -1.98
H -4.59 -0.09 -0.99
H -6.77 -0.86 -1.75
H -5.83 -1.90 -0.53
H -5.80 -3.41 -1.91
C -1.11 1.13 -1.61
C 0.20 0.85 -0.83
O 0.70 -0.51 -1.14
H -1.15 2.03 -2.22
H -1.99 1.05 -0.98
H -1.15 0.40 -2.41
H -0.05 1.04 0.21
H 0.91 1.66 -1.03
H 1.59 -0.54 -0.78
```

natural (NBO) population analysis, charges in e, atoms 1 to 6: C -0.66; C -0.06; O -0.75; H 0.21; H 0.24; H 0.23

DFT (ωB97M-V with the def2-TZVPD basis set) results for a structure of composition C8H24O7Pt.

The HOMO energy (spin up / spin down) is -16.222 / -15.917 eV. Its net charge is +2. Its expectation value of S² is 2.00. The HOMO-LUMO gap (spin up / spin down) comes out at 10.20 / 8.84 eV. As for the spin multiplicity: 3.

```
40
C8H24O7Pt (ωB97M-V with the def2-TZVPD basis set)
Pt 6.05 8.72 7.63
C 6.89 5.02 8.59
C 7.55 6.34 8.93
O 7.60 7.20 7.85
H 7.23 4.23 9.26
H 7.10 4.68 7.57
H 5.83 5.21 8.67
H 8.55 6.09 9.29
H 7.03 6.85 9.74
H 8.43 7.14 7.38
C 6.40 8.64 4.60
C 5.85 7.23 4.88
O 5.25 7.16 6.21
O 7.07 9.16 5.75
H 5.63 9.29 4.20
H 7.13 8.63 3.79
H 6.76 6.61 4.83
H 5.12 7.00 4.11
H 4.82 6.30 6.29
H 7.96 9.42 5.49
C 5.65 9.07 10.67
C 4.42 8.38 10.12
O 4.65 7.58 8.93
O 6.50 9.47 9.56
H 6.13 8.27 11.24
H 5.42 9.89 11.36
H 3.66 9.11 9.84
H 3.96 7.75 10.88
H 3.94 6.93 8.95
H 7.27 9.87 9.96
C 3.68 10.86 6.91
C 4.95 11.59 6.47
O 6.00 11.11 7.31
O 3.85 9.46 7.07
H 2.85 11.08 6.24
H 3.28 11.24 7.86
H 4.97 12.68 6.45
H 5.12 11.24 5.45
H 6.81 11.47 6.95
H 2.99 9.07 6.86
```

natural (NBO) population analysis, charges in e, atoms 1 to 6: Pt 1.46; C -0.64; C -0.07; O -0.75; H 0.25; H 0.22

DFT (ωB97M-V with the def2-TZVPD basis set) results for a structure of composition C8H25As2F12O4.

The HOMO energy is -8.820 eV. Its net charge is -1. The HOMO-LUMO gap comes out at 10.80 eV. As for the spin multiplicity: 1.

```
51
C8H25As2F12O4 (ωB97M-V with the def2-TZVPD basis set)
O -0.02 -1.04 -0.72
H -0.82 -0.87 -0.21
H 0.53 -0.26 -0.66
H -0.28 -1.24 -1.62
As -3.40 -0.39 -2.98
F -4.50 0.77 -3.78
F -2.11 -0.26 -4.25
F -2.42 -1.54 -2.00
F -4.67 -0.57 -1.68
F -4.18 -1.75 -3.91
F -2.59 0.91 -1.99
As 2.85 -2.58 -3.64
F 3.71 -1.12 -3.00
F 1.37 -2.13 -2.73
F 2.04 -3.99 -4.41
F 4.31 -2.90 -4.67
F 3.44 -3.58 -2.26
F 2.22 -1.59 -5.05
C 1.95 2.34 -2.29
C 0.71 2.08 -1.42
O 1.03 1.29 -0.34
H 2.38 1.42 -2.70
H 2.68 3.00 -1.83
H 1.48 2.98 -3.04
H -0.10 1.63 -1.99
H 0.27 3.02 -1.07
H 1.71 1.73 0.18
C -2.95 -1.81 1.74
C -2.88 -0.23 1.63
C -2.28 0.47 2.92
O -2.01 0.11 0.64
H -3.42 -2.30 0.89
H -3.29 -2.20 2.70
H -1.94 -2.22 1.71
H -3.89 0.12 1.41
H -1.49 -0.11 3.39
H -3.12 0.47 3.61
H -1.86 1.47 2.77
H -2.54 0.53 -0.04
C 1.35 -0.23 2.83
C 1.76 1.23 3.09
C 2.43 1.45 4.44
O 2.66 1.60 2.11
H 0.77 -0.69 3.63
H 2.24 -0.86 2.72
H 0.73 -0.36 1.95
H 0.88 1.85 2.92
H 3.37 0.97 4.69
H 1.68 1.23 5.21
H 2.67 2.50 4.59
H 3.53 1.63 2.52
```

natural (NBO) population analysis, charges in e, atoms 1 to 6: O -0.78; H 0.55; H 0.55; H 0.57; As 2.78; F -0.61

DFT (ωB97M-V with the def2-TZVPD basis set) results for a structure of composition C8H25N2O5Zn.

The HOMO energy is -2.719 eV. Its net charge is -1. The HOMO-LUMO gap comes out at 5.08 eV. As for the spin multiplicity: 1. The energy relative to the best compared isomer or geometry (same formula, charge and spin) comes out at 134.84 kJ/mol.

```
41
C8H25N2O5Zn (ωB97M-V with the def2-TZVPD basis set)
Zn 2.01 0.91 -0.31
O 3.15 1.28 -1.96
H 2.47 1.43 -2.63
O 2.27 2.68 0.44
H 1.50 2.88 0.98
O 3.57 -0.16 0.39
H 3.38 -1.10 0.54
C -0.98 0.40 3.21
C 0.21 -0.30 2.52
C -0.18 -1.67 1.95
O -1.09 -1.44 0.86
C -2.40 -1.92 1.11
N 0.68 0.67 1.45
H -0.74 1.32 3.75
H -1.37 -0.26 3.99
H -1.77 0.59 2.49
H 1.08 -0.45 3.17
H -0.72 -2.23 2.71
H 0.73 -2.09 1.52
H -2.85 -1.20 1.80
H -2.42 -2.97 1.40
H -3.04 -1.87 0.23
H -0.19 0.78 0.92
H 0.69 1.56 1.95
C -0.46 -1.66 -2.98
C 0.37 -0.49 -2.37
C -0.56 0.64 -1.97
O 0.20 1.72 -1.43
C -0.68 2.74 -0.99
N 1.15 -0.94 -1.23
H -1.30 -1.99 -2.36
H 0.10 -2.60 -3.03
H -0.91 -1.39 -3.94
H 1.06 -0.17 -3.14
H -1.33 0.21 -1.32
H -1.05 0.95 -2.91
H -1.54 2.43 -0.38
H -1.07 3.25 -1.88
H -0.11 3.47 -0.42
H 0.49 -1.27 -0.56
H 1.64 -1.76 -1.56
```

natural (NBO) population analysis, charges in e, atoms 1 to 6: Zn 1.72; O -1.29; H 0.38; O -1.27; H 0.37; O -1.31

DFT (ωB97M-V with the def2-TZVPD basis set) results for a cluster of 5 separate species, C8H25O5 in total.

The HOMO energy (spin up / spin down) is 3.457 / -2.004 eV. Its net charge is -2. Its expectation value of S² is 0.75. The HOMO-LUMO gap (spin up / spin down) comes out at 2.03 / 7.43 eV. As for the spin multiplicity: 2. The energy relative to the best compared isomer or geometry (same formula, charge and spin) comes out at 0.00 kJ/mol.

```
38
C8H25O5 (ωB97M-V with the def2-TZVPD basis set)
O -0.25 0.90 1.15
H -0.10 0.38 0.34
C -2.94 -2.68 -1.67
C -3.15 -1.28 -1.08
O -3.38 -1.37 0.25
H -3.19 -2.69 -2.73
H -3.61 -3.42 -1.25
H -1.94 -3.10 -1.49
H -3.94 -0.74 -1.60
H -2.34 -0.56 -1.15
H -3.87 -2.19 0.36
C 0.28 0.97 -2.12
C -0.89 1.93 -2.30
O -1.39 2.44 -1.11
H 0.19 0.12 -1.44
H 1.10 1.52 -1.65
H 0.53 0.53 -3.08
H -1.79 1.57 -2.79
H -0.48 2.72 -2.95
H -0.83 2.11 -0.41
C 2.52 3.63 0.87
C 2.91 2.20 1.11
O 2.13 1.70 2.09
H 2.76 4.23 1.75
H 1.49 3.81 0.57
H 3.20 4.00 0.10
H 4.00 2.12 1.19
H 2.76 1.66 0.18
H 1.30 1.43 1.68
C 0.96 -3.01 1.19
C 1.14 -2.38 2.59
O 0.40 -1.22 2.63
H 1.63 -3.87 1.11
H 1.32 -2.36 0.39
H -0.07 -3.33 1.06
H 2.17 -2.16 2.87
H 0.75 -3.01 3.39
H 0.63 -0.56 1.97
```

natural (NBO) population analysis, charges in e, atoms 1 to 6: O -1.25; H 0.40; C -1.21; C -0.13; O -0.76; H 0.17

DFT (ωB97M-V with the def2-TZVPD basis set) results for a structure of composition C8H25O9Zn.

The HOMO energy is -12.012 eV. Its net charge is +1. The HOMO-LUMO gap comes out at 8.91 eV. As for the spin multiplicity: 1. The energy relative to the best compared isomer or geometry (same formula, charge and spin) comes out at 0.00 kJ/mol.

```
43
C8H25O9Zn (ωB97M-V with the def2-TZVPD basis set)
Zn -23.99 24.05 -27.54
O -22.84 23.17 -26.31
H -22.75 23.54 -25.43
C -21.90 23.99 -30.23
C -22.56 24.97 -31.17
O -21.90 26.27 -31.10
O -22.29 24.31 -28.87
H -20.82 24.10 -30.28
H -22.22 22.97 -30.48
H -23.59 25.18 -30.89
H -22.46 24.66 -32.21
H -21.11 26.22 -31.64
H -21.52 24.01 -28.33
C -25.90 23.71 -29.86
C -25.85 22.36 -29.17
O -24.69 22.22 -28.34
O -25.37 24.74 -29.00
H -26.93 23.92 -30.12
H -25.33 23.74 -30.79
H -25.82 21.60 -29.95
H -26.77 22.19 -28.60
H -24.80 21.45 -27.78
H -25.63 25.62 -29.28
C -25.07 25.44 -25.23
C -24.50 26.61 -26.00
O -23.56 26.06 -26.95
O -25.65 24.46 -26.13
H -25.80 25.86 -24.53
H -24.34 24.89 -24.65
H -23.92 27.20 -25.29
H -25.25 27.22 -26.49
H -23.32 26.64 -27.68
H -26.61 24.58 -26.08
C -20.02 21.60 -27.38
C -20.41 20.94 -26.08
O -21.80 20.50 -26.12
O -20.48 22.96 -27.43
H -20.49 21.08 -28.22
H -18.93 21.59 -27.50
H -20.38 21.63 -25.23
H -19.83 20.05 -25.85
H -22.33 21.31 -26.22
H -21.31 22.96 -26.87
```

natural (NBO) population analysis, charges in e, atoms 1 to 6: Zn 1.74; O -1.32; H 0.47; C -0.09; C -0.09; O -0.73

| no. | largest force on an atom (hartree/bohr) | molecular weight (g/mol) | calculated total energy (hartree) |
| --- | --- | --- | --- |
| 1 | 0.072 | 184.276 | -619.6896 |
| 2 | 0.050 | 427.351 | -964.4525 |
| 3 | 0.057 | 563.104 | -6290.9948 |
| 4 | 0.072 | 294.687 | -2584.7754 |
| 5 | 0.059 | 201.283 | -695.8213 |
| 6 | 0.040 | 330.669 | -2776.0745 |